One molecule with the formula C5H10O2. Source: the OMol25 dataset; level of theory: ωB97M-V/def2-TZVPD.

Geometry as XYZ:
```
17
Properties=species:S:1:pos:R:3:forces:R:3:mulliken_charge:R:1
C -2.216 -0.260 0.055 0.27 -1.08 0.07 -1.01
C -0.875 -1.100 0.560 -1.11 0.51 -0.22 -0.45
O 0.361 -0.956 -0.146 -0.25 0.22 -0.15 -0.36
C 1.105 0.211 0.199 0.07 0.00 0.06 0.47
C 2.403 0.262 -0.584 -0.08 -0.06 0.00 -1.40
C 0.100 1.278 -0.136 -0.12 0.26 0.25 -0.04
O -0.764 1.548 0.659 1.19 1.49 0.04 -0.45
H -2.269 -0.495 -1.010 -0.29 -0.42 0.00 0.29
H -2.994 -0.761 0.621 -0.36 -0.48 -0.30 0.35
H -2.530 0.807 0.084 1.13 -0.84 0.54 0.33
H -0.660 -1.072 1.651 -0.44 0.33 -0.59 0.33
H -1.186 -2.112 0.289 0.12 0.05 0.23 0.31
H 1.281 0.233 1.285 0.00 -0.02 -0.13 0.27
H 3.030 1.087 -0.223 -0.18 -0.14 -0.08 0.37
H 2.960 -0.670 -0.452 -0.09 0.09 0.00 0.34
H 2.219 0.402 -1.655 -0.02 -0.04 0.18 0.33
H 0.033 1.597 -1.196 0.15 0.13 0.09 0.32
```
Positions in Å, forces in eV/Å.

Kohn-Sham gap = 0.388 Eh
Charge = 0
LUMO = 1.05 eV
SMILES = CCO[C@@H](C)C=O
HOMO level = -0.350 hartree
Calculated total energy = -346.9127 a.u.



C5H10O2 as an isolated structure. Source: the OMol25 dataset; level of theory: ωB97M-V/def2-TZVPD.

Geometry as XYZ:
```
17
Properties=species:S:1:pos:R:3:forces:R:3:mulliken_charge:R:1
C 1.805 0.529 -0.697 -0.03 0.02 0.00 -1.22
C 1.118 -0.670 -0.074 0.20 0.11 0.12 0.38
C 0.348 -0.376 1.207 0.32 0.01 0.13 -0.78
O -0.727 -1.317 1.130 -0.15 -0.01 -0.05 -0.29
C -1.039 -1.274 -0.120 -0.01 -0.09 0.00 0.03
C -1.694 1.029 0.015 -0.14 0.05 -0.10 -1.11
O -0.004 -1.117 -0.929 -0.16 0.06 -0.05 -0.35
H 2.255 0.272 -1.662 -0.08 0.00 0.14 0.33
H 2.604 0.876 -0.032 -0.13 -0.07 -0.08 0.34
H 1.094 1.347 -0.841 0.08 -0.12 0.04 0.27
H 1.811 -1.525 -0.026 -0.09 0.12 -0.01 0.31
H -0.584 0.605 0.713 -0.05 0.01 -0.12 0.33
H 0.866 -0.474 2.159 -0.05 -0.01 -0.15 0.33
H -1.930 -1.764 -0.494 0.09 0.15 0.04 0.39
H -1.481 2.079 0.271 0.03 -0.22 -0.02 0.37
H -1.775 0.991 -1.077 0.01 -0.02 0.15 0.32
H -2.668 0.790 0.457 0.14 0.01 -0.06 0.34
```
Positions in Å, forces in eV/Å.

Kohn-Sham gap = 0.302 Eh
Charge = 0
LUMO = 0.97 eV
HOMO level = -0.266 hartree
Calculated total energy = -346.8234 a.u.



A 2-piece molecular cluster, C5H10O2 overall. Source: the OMol25 dataset; level of theory: ωB97M-V/def2-TZVPD.

Geometry as XYZ:
```
17
Properties=species:S:1:pos:R:3:forces:R:3:mulliken_charge:R:1
C 0.574 -0.088 -2.445 -0.26 -0.20 -0.69 -1.22
C 0.350 -0.918 -1.212 2.33 -0.18 -0.53 -0.41
C 0.684 -0.382 -0.037 0.39 -0.14 1.92 0.68
O 1.219 0.983 0.029 -1.99 -1.72 -0.75 -0.46
C 0.128 -0.691 1.303 0.64 -1.07 -0.39 -0.42
C -0.934 -1.477 1.458 0.05 0.05 -0.06 -0.58
H 0.093 0.885 -2.354 0.11 0.12 0.09 0.34
H 0.123 -0.537 -3.334 0.03 -0.20 0.16 0.36
H 1.627 0.079 -2.679 0.02 0.02 0.16 0.27
H 0.504 -1.993 -1.274 -1.33 -0.12 0.00 0.40
H 0.268 0.986 -0.252 0.11 3.37 -0.38 0.00
H 0.605 -0.178 2.129 0.00 -0.13 0.07 0.35
H -1.422 -1.921 0.596 0.02 0.03 0.10 0.28
H -1.347 -1.679 2.432 -0.06 -0.04 0.16 0.29
H -0.718 2.141 0.845 0.03 -0.07 0.27 0.41
H -1.654 0.920 1.072 0.20 0.10 0.10 0.36
O -1.633 1.881 0.990 -0.30 0.17 -0.22 -0.67
```
Positions in Å, forces in eV/Å.

Kohn-Sham gap = 0.344 Eh
Charge = 0
LUMO = 0.20 eV
SMILES = C=C/C(O)=C/C.O
HOMO level = -0.337 hartree
Calculated total energy = -346.8703 a.u.



One molecule with the formula C5H10O2. Source: the OMol25 dataset; level of theory: ωB97M-V/def2-TZVPD.

Geometry as XYZ:
```
17
Properties=species:S:1:pos:R:3:forces:R:3:mulliken_charge:R:1
C 1.332 0.470 -1.763 0.00 0.03 -0.05 -1.37
C -0.025 0.124 -1.168 0.08 0.27 0.01 0.19
O -0.238 -1.271 -1.365 -0.14 -0.11 0.00 -0.57
C 0.011 0.431 0.334 -0.05 0.13 -0.02 0.11
C -1.198 0.004 1.152 0.04 -0.02 0.23 -0.40
C -1.000 -0.131 2.459 -0.10 0.02 -0.02 -0.78
O 1.139 -0.228 0.890 0.13 -0.16 -0.04 -0.57
H 1.378 0.243 -2.829 -0.11 0.02 0.06 0.37
H 1.549 1.534 -1.613 -0.07 -0.14 -0.07 0.35
H 2.104 -0.100 -1.240 -0.10 0.07 -0.17 0.31
H -0.818 0.704 -1.668 0.07 -0.08 0.16 0.33
H -1.140 -1.479 -1.094 0.09 -0.05 -0.05 0.35
H 0.184 1.505 0.468 0.02 -0.09 -0.06 0.40
H -2.160 -0.224 0.693 0.16 0.04 -0.04 0.33
H 0.906 -1.167 0.805 0.36 0.13 0.09 0.41
H -1.700 -0.545 3.168 -0.36 0.15 -0.11 0.31
H -0.036 0.169 2.856 -0.03 -0.21 0.08 0.23
```
Positions in Å, forces in eV/Å.

Kohn-Sham gap = 0.388 Eh
Charge = 0
LUMO = 0.84 eV
SMILES = C=C[C@@H](O)[C@@H](C)O
HOMO level = -0.357 hartree
Calculated total energy = -346.9506 a.u.



One molecule with the formula C5H10O2. Source: the OMol25 dataset; level of theory: ωB97M-V/def2-TZVPD.

Geometry as XYZ:
```
17
Properties=species:S:1:pos:R:3:forces:R:3:mulliken_charge:R:1
C 2.198 0.409 -0.648 0.01 0.02 -0.01 -1.44
C 1.023 -0.405 -0.157 0.18 -0.06 0.11 0.51
C 0.556 -0.138 1.268 0.28 0.07 0.03 -0.50
O -0.797 -0.552 1.240 -0.05 0.00 0.06 -0.37
C -1.230 -0.523 -0.116 -0.32 -0.05 -0.10 0.39
C -2.420 0.392 -0.280 -0.03 0.02 -0.02 -1.30
O -0.148 -0.055 -0.885 -0.01 0.02 -0.03 -0.39
H 2.409 0.177 -1.696 -0.02 0.04 0.14 0.34
H 3.092 0.181 -0.059 -0.13 0.03 -0.08 0.37
H 1.980 1.478 -0.565 0.02 -0.13 0.01 0.34
H 1.222 -1.483 -0.278 -0.03 0.14 0.01 0.25
H 0.632 0.935 1.504 0.00 -0.15 -0.04 0.29
H 1.093 -0.712 2.029 -0.07 0.05 -0.12 0.29
H -1.474 -1.558 -0.409 0.04 0.11 0.05 0.23
H -2.160 1.390 0.083 -0.03 -0.12 -0.06 0.29
H -2.712 0.456 -1.333 0.04 -0.04 0.13 0.34
H -3.264 0.009 0.302 0.13 0.05 -0.09 0.34
```
Positions in Å, forces in eV/Å.

Kohn-Sham gap = 0.399 Eh
Charge = 0
LUMO = 1.12 eV
SMILES = C[C@@H]1OC[C@H](C)O1
HOMO level = -0.358 hartree
Calculated total energy = -346.9802 a.u.



One molecule with the formula C5H10O2. Source: the OMol25 dataset; level of theory: ωB97M-V/def2-TZVPD.

Geometry as XYZ:
```
17
Properties=species:S:1:pos:R:3:forces:R:3:mulliken_charge:R:1
C -2.210 -0.651 -0.526 0.10 0.12 0.02 -1.26
C -0.980 0.022 0.005 -0.16 0.05 0.37 0.50
C -0.745 0.327 1.431 -0.17 -0.26 0.30 -0.63
O -0.049 1.569 1.613 -0.48 0.22 0.15 -0.50
C 1.342 0.154 -0.294 0.91 0.22 0.40 -0.10
C 2.507 -0.343 -1.063 -0.13 0.22 0.25 -1.09
O 0.156 -0.248 -0.655 -0.71 -0.48 -0.85 -0.29
H -2.221 -0.607 -1.619 0.00 -0.06 0.15 0.34
H -3.108 -0.131 -0.168 0.24 -0.12 -0.05 0.36
H -2.296 -1.707 -0.223 0.04 0.11 -0.06 0.27
H -0.449 2.119 0.929 0.10 0.38 0.15 0.38
H -0.089 -0.469 1.855 -0.06 0.38 -0.09 0.31
H -1.676 0.352 2.010 0.03 -0.15 -0.16 0.27
H 1.398 0.973 0.410 0.17 -0.31 -0.04 0.59
H 2.274 -1.327 -1.472 0.25 0.08 -0.15 0.28
H 2.778 0.370 -1.853 0.05 -0.26 -0.13 0.25
H 3.368 -0.405 -0.382 -0.16 -0.12 -0.26 0.32
```
Positions in Å, forces in eV/Å.

Kohn-Sham gap (alpha / beta) = 0.268 / 0.298 Eh
Charge = 0
LUMO (alpha / beta) = 0.45 / 0.97 eV
HOMO level (alpha / beta) = -0.251 / -0.262 hartree
Calculated total energy = -346.8619 a.u.